# 1
The following is a DFT calculation (ωB97M-V with the def2-TZVPD basis set) of a 2-piece molecular cluster, C37H36BF6N3O5S overall.

Structure (XYZ):
```
89
Properties=species:S:1:pos:R:3
C 4.742 5.921 -4.019
C 4.189 5.355 -2.759
C 4.023 5.971 -1.533
C 3.456 5.100 -0.526
C 3.152 3.847 -0.998
B 2.753 2.494 -0.140
C 1.133 2.738 -0.243
C 0.436 2.067 -1.224
C -0.945 2.203 -1.302
C -1.644 1.379 -2.341
F -2.858 1.868 -2.708
F -0.889 1.246 -3.478
F -1.858 0.087 -1.881
C -1.634 3.042 -0.436
C -0.904 3.772 0.490
C -1.580 4.776 1.383
F -1.093 4.714 2.670
F -1.381 6.069 0.960
F -2.930 4.580 1.459
C 0.481 3.620 0.594
O 3.245 1.360 -0.885
C 4.337 0.815 -0.154
C 4.511 1.690 1.106
O 3.343 2.521 1.174
S 3.680 3.680 -2.649
H 5.067 6.957 -3.860
H 5.600 5.337 -4.382
H 3.970 5.906 -4.803
H 4.306 7.005 -1.337
H 3.301 5.415 0.500
H 0.961 1.434 -1.937
H -2.709 3.132 -0.493
H 1.042 4.207 1.318
H 4.078 -0.214 0.158
H 5.249 0.807 -0.778
H 4.551 1.069 2.022
H 5.436 2.307 1.019
C -4.414 -4.775 0.252
N -3.072 -4.241 0.155
C -2.084 -4.918 -0.503
O -2.205 -6.009 -1.050
C -0.816 -4.067 -0.409
C -0.268 -3.612 -1.753
C 0.046 -4.747 -2.690
C -0.558 -4.778 -3.948
C -0.348 -5.864 -4.798
C 0.500 -6.906 -4.397
C 1.161 -6.842 -3.162
C 0.926 -5.763 -2.304
N -1.238 -2.943 0.417
C -0.416 -1.890 0.622
C -0.729 -0.793 1.413
C 0.039 0.359 1.553
C -0.160 1.156 2.735
C -1.412 1.126 3.391
C -1.580 1.745 4.631
N -2.929 1.812 5.116
O -3.206 2.548 6.084
O -3.804 1.134 4.516
C -0.511 2.407 5.269
C 0.738 2.406 4.647
C 0.899 1.862 3.370
C -2.642 -3.030 0.848
C -3.490 -1.841 0.390
C -2.819 -3.203 2.366
H -4.484 -5.663 -0.385
H -4.649 -5.036 1.293
H -5.136 -4.022 -0.088
H -0.050 -4.646 0.128
H -1.010 -2.933 -2.200
H 0.643 -3.027 -1.569
H -1.211 -3.952 -4.237
H -0.857 -5.903 -5.762
H 0.657 -7.760 -5.056
H 1.842 -7.639 -2.860
H 1.420 -5.714 -1.331
H 0.579 -1.924 0.176
H -1.613 -0.883 2.050
H 0.888 0.539 0.896
H -2.304 0.718 2.909
H -0.695 2.894 6.227
H 1.606 2.832 5.148
H 1.861 1.904 2.853
H -3.301 -1.639 -0.671
H -4.553 -2.067 0.554
H -3.235 -0.945 0.961
H -2.404 -4.166 2.688
H -2.330 -2.401 2.925
H -3.891 -3.181 2.608
```

Values from the calculation:
frontier orbital gap	4.061	eV
energy relative to the best compared isomer or geometry (same formula, charge and spin)	0.0	kcal per mole
multiplicity	1
E_HOMO	-6.8292	eV

# 2
The following is a DFT calculation (ωB97M-V with the def2-TZVPD basis set) of C37H36N7PdSi as an isolated structure.

Structure (XYZ):
```
82
Properties=species:S:1:pos:R:3
Pd -0.500 -0.305 -0.953
C 4.192 0.377 -1.599
C 2.975 -0.264 -1.448
N 1.833 0.400 -1.310
C 1.906 1.737 -1.297
C 3.147 2.368 -1.434
N 4.277 1.701 -1.590
C 0.642 2.487 -1.153
C 0.645 3.868 -1.066
C -0.540 4.592 -0.999
C -1.706 3.835 -0.993
C -1.671 2.453 -1.075
N -0.506 1.778 -1.156
C -2.921 1.671 -1.080
C -4.185 2.274 -1.126
N -5.310 1.591 -1.049
C -5.203 0.274 -0.916
C -3.965 -0.344 -0.914
N -2.827 0.335 -1.013
C -0.558 6.072 -0.958
C 0.618 6.822 -0.974
C 0.547 8.205 -0.935
N -0.595 8.880 -0.884
C -1.719 8.174 -0.879
C -1.754 6.790 -0.916
H 5.113 -0.179 -1.721
H 2.936 -1.344 -1.434
H 3.244 3.446 -1.441
H 1.588 4.388 -1.057
H -2.661 4.328 -0.921
H -4.301 3.345 -1.237
H -6.123 -0.288 -0.821
H -3.901 -1.417 -0.819
H 1.594 6.361 -1.018
H 1.453 8.801 -0.942
H -2.640 8.745 -0.842
H -2.716 6.298 -0.913
C -0.576 -0.173 1.135
Si 0.261 -1.796 1.529
C -0.333 -3.085 0.233
N -0.526 -2.454 -1.102
C 0.649 -2.623 -2.016
C 0.398 -3.523 -3.228
C -0.344 -4.786 -2.812
C -1.694 -4.415 -2.178
C -1.754 -2.939 -1.757
C 2.138 -1.723 1.620
C 2.823 -0.533 1.867
C 4.196 -0.523 2.065
C 4.914 -1.709 2.013
C 4.248 -2.907 1.788
C 2.874 -2.911 1.605
C -0.331 -2.352 3.231
C -1.670 -2.683 3.450
C -2.136 -2.988 4.719
C -1.266 -2.960 5.801
C 0.067 -2.630 5.605
C 0.528 -2.329 4.331
H -0.049 0.726 1.456
H -1.624 -0.119 1.426
H -1.294 -3.472 0.580
H 0.340 -3.946 0.166
H 1.466 -3.053 -1.433
H 0.965 -1.650 -2.395
H 1.364 -3.771 -3.668
H -0.174 -2.989 -3.991
H 0.271 -5.351 -2.108
H -0.498 -5.426 -3.681
H -1.888 -5.046 -1.311
H -2.504 -4.587 -2.888
H -2.570 -2.829 -1.050
H -1.956 -2.300 -2.620
H 2.272 0.401 1.925
H 4.709 0.412 2.256
H 5.985 -1.704 2.169
H 4.798 -3.840 1.773
H 2.359 -3.857 1.467
H -2.367 -2.699 2.616
H -3.177 -3.244 4.867
H -1.627 -3.194 6.793
H 0.750 -2.604 6.444
H 1.572 -2.071 4.188
```

Values from the calculation:
frontier orbital gap (alpha / beta)	5.964 / 6.350	eV
multiplicity	1
E_HOMO (alpha / beta)	-9.7287 / -10.3093	eV
charge	+1

# 3
The following is a DFT calculation (ωB97M-V with the def2-TZVPD basis set) of an isolated ion of composition C37H37Br2N2 and charge +1.

Structure (XYZ):
```
78
Properties=species:S:1:pos:R:3
C 0.102 4.449 4.358
C -0.105 3.021 3.943
C -1.390 2.570 3.622
C -1.602 1.273 3.152
C -2.967 0.821 2.737
C -0.458 0.481 2.972
N -0.565 -0.634 2.087
C -1.218 -1.840 2.391
C -0.937 -2.685 1.405
N -0.073 -2.055 0.512
C 0.666 -2.874 -0.419
C 1.472 -3.908 0.107
C 1.701 -4.105 1.577
C 2.123 -4.756 -0.793
C 1.866 -4.699 -2.163
C 2.669 -5.568 -3.073
C 0.921 -3.787 -2.629
C 0.247 -2.928 -1.756
C -0.908 -2.116 -2.260
C 0.003 -0.743 0.843
C 0.888 0.247 0.085
C 0.508 1.574 -0.473
C -0.566 1.590 -1.564
C -1.860 1.375 -1.254
C -2.997 1.290 -2.146
C -4.254 1.038 -1.546
C -5.388 0.840 -2.327
C -5.250 0.844 -3.728
Br -6.773 0.579 -4.800
C -4.024 1.161 -4.350
C -2.884 1.357 -3.559
C 1.805 2.271 -0.968
C 2.696 2.768 -0.011
C 3.780 3.577 -0.390
C 3.991 3.879 -1.741
Br 5.247 5.180 -2.244
C 3.257 3.178 -2.712
C 2.165 2.373 -2.324
C 0.824 0.843 3.422
C 1.973 -0.121 3.364
C 0.990 2.150 3.874
H 1.143 4.744 4.171
H -0.556 5.125 3.789
H -0.103 4.605 5.430
H -2.254 3.237 3.674
H -2.977 0.260 1.799
H -3.463 0.202 3.494
H -3.587 1.709 2.596
H -1.779 -2.034 3.290
H -1.226 -3.705 1.257
H 2.527 -4.818 1.691
H 2.004 -3.181 2.088
H 0.848 -4.547 2.116
H 2.876 -5.446 -0.400
H 2.308 -5.497 -4.101
H 3.718 -5.246 -3.053
H 2.650 -6.620 -2.760
H 0.710 -3.713 -3.693
H -0.940 -2.224 -3.352
H -1.886 -2.461 -1.880
H -0.793 -1.048 -2.031
H 1.241 -0.420 -0.705
H 1.798 0.358 0.714
H 0.024 2.165 0.351
H -0.341 2.038 -2.523
H -2.064 1.181 -0.207
H -4.301 0.972 -0.455
H -6.355 0.672 -1.862
H -3.949 1.242 -5.435
H -1.892 1.519 -4.000
H 2.529 2.532 1.042
H 4.434 3.985 0.368
H 3.522 3.277 -3.761
H 1.592 1.844 -3.096
H 2.817 0.308 3.915
H 1.731 -1.091 3.819
H 2.326 -0.318 2.344
H 1.993 2.486 4.146
```

Values from the calculation:
SMILES	Cc1cc(C)c(-n2cc[n+](-c3c(C)cc(C)cc3C)c2C[C@H](/C=C/c2ccc(Br)cc2)c2ccc(Br)cc2)c(C)c1
frontier orbital gap	7.985	eV
energy relative to the best compared isomer or geometry (same formula, charge and spin)	0.0	kcal per mole
multiplicity	1
E_HOMO	-10.5423	eV
charge	+1

# 4
The following is a DFT calculation (ωB97M-V with the def2-TZVPD basis set) of C37H37F5N2O6P2STeTi as an isolated structure.

Structure (XYZ):
```
92
Properties=species:S:1:pos:R:3
Ti 0.835 0.534 -2.213
O -1.608 -2.050 -0.856
C -0.878 -1.769 -1.766
O 0.287 -1.114 -1.627
C -1.184 -2.116 -3.205
C 0.129 -2.394 -3.953
C -0.146 -2.925 -5.360
C -0.606 -1.636 -6.096
C -0.544 -0.606 -4.970
O 0.605 -1.052 -4.200
C -1.715 -0.846 -3.990
C -1.967 0.345 -3.080
O -3.064 0.665 -2.728
O -0.838 0.996 -2.732
H -1.886 -2.941 -3.219
H 0.862 -2.943 -3.375
H 0.766 -3.329 -5.796
H -0.904 -3.710 -5.352
H 0.080 -1.366 -6.896
H -1.610 -1.716 -6.514
H -0.402 0.422 -5.274
H -2.650 -1.050 -4.498
C 4.821 -1.063 7.201
S 3.209 -0.631 7.887
C 2.637 0.466 6.569
C 2.108 -0.281 5.351
C 1.842 0.696 4.213
N 1.156 0.081 3.043
P -0.560 0.331 2.749
C -1.141 0.644 4.455
C -1.378 1.909 4.992
C -1.875 2.045 6.284
C -2.136 0.919 7.052
C -1.911 -0.349 6.526
C -1.427 -0.483 5.232
C -0.675 2.061 1.983
C 0.501 3.077 2.225
C 0.095 4.517 2.177
C -1.170 4.879 1.977
C -2.277 3.908 1.865
C -2.070 2.597 1.903
P 2.107 -0.411 1.694
C 3.722 -0.998 2.387
C 4.946 -0.477 1.966
C 6.148 -1.020 2.407
C 6.141 -2.090 3.284
C 4.930 -2.635 3.700
C 3.737 -2.104 3.243
C 1.490 -2.063 1.199
C 0.500 -2.767 1.871
C 0.186 -4.068 1.489
C 0.852 -4.661 0.429
C 1.842 -3.955 -0.249
C 2.162 -2.665 0.134
H 5.330 -1.675 7.945
H 5.408 -0.161 7.020
H 4.724 -1.632 6.275
H 3.474 1.116 6.296
H 1.859 1.090 7.014
H 1.192 -0.807 5.619
H 2.840 -1.023 5.040
H 2.775 1.158 3.890
H 1.206 1.486 4.602
H -1.175 2.800 4.407
H -2.056 3.034 6.690
H -2.520 1.028 8.061
H -2.123 -1.230 7.120
H -1.273 -1.476 4.818
H 1.176 2.878 3.041
H 0.888 5.250 2.287
H -1.419 5.934 1.926
H -3.289 4.290 1.782
H -2.891 1.887 1.848
H 4.994 0.351 1.293
H 7.087 -0.603 2.063
H 7.075 -2.510 3.634
H 4.919 -3.489 4.367
H 2.802 -2.568 3.534
H -0.029 -2.316 2.695
H -0.589 -4.608 2.019
H 0.599 -5.670 0.124
H 2.368 -4.415 -1.079
H 2.927 -2.117 -0.404
N 1.086 2.624 0.911
C 0.052 1.812 0.647
F 2.524 -0.029 -1.606
Te 2.811 1.946 0.102
F 1.594 1.183 -3.664
F 1.579 2.430 -1.545
F 3.256 3.759 -0.086
F 3.480 2.266 1.881
O 0.017 0.934 -0.219
```

Values from the calculation:
frontier orbital gap	7.724	eV
energy relative to the best compared isomer or geometry (same formula, charge and spin)	33.4	kcal per mole
multiplicity	1
E_HOMO	-8.4462	eV

# 5
The following is a DFT calculation (ωB97M-V with the def2-TZVPD basis set) of C37H37IIrN6O2P as an isolated structure.

Structure (XYZ):
```
85
Properties=species:S:1:pos:R:3
Ir -0.234 -0.349 -0.140
C 3.267 -1.936 2.767
C 2.285 -1.068 3.467
N 2.262 -1.007 4.769
C 1.363 -0.222 5.387
C 0.400 0.552 4.727
C -0.587 1.363 5.531
O -1.911 0.961 5.175
C 0.351 0.506 3.344
C -0.654 1.312 2.664
N -1.102 1.172 1.473
C -2.197 1.991 1.099
C -3.202 2.313 2.016
C -4.277 3.100 1.647
C -4.385 3.579 0.350
C -3.418 3.243 -0.588
C -2.355 2.447 -0.206
I -0.948 1.914 -1.688
C 1.330 -0.297 2.652
O 1.442 -0.337 1.408
H 3.898 -2.441 3.494
H 3.881 -1.328 2.098
H 2.753 -2.671 2.145
H 1.430 -0.210 6.470
H -0.452 2.430 5.334
H -0.394 1.202 6.592
H -2.477 1.001 5.952
H -1.074 2.114 3.268
H -3.153 1.904 3.019
H -5.045 3.328 2.376
H -5.219 4.201 0.057
H -3.495 3.597 -1.607
N -1.385 -3.426 0.004
P -1.410 -2.127 1.098
C -3.175 -1.788 1.348
C -3.966 -2.509 2.245
C -5.329 -2.265 2.311
C -5.912 -1.312 1.485
C -5.135 -0.609 0.576
C -3.770 -0.846 0.510
C -0.803 -2.888 2.619
C 0.129 -3.926 2.567
C 0.615 -4.482 3.742
C 0.184 -3.999 4.970
C -0.724 -2.950 5.026
C -1.214 -2.388 3.857
C -1.220 -3.233 -1.356
C -1.382 -4.292 -2.256
C -1.183 -4.058 -3.596
C -0.830 -2.778 -4.025
C -0.694 -1.795 -3.078
N -0.888 -2.009 -1.766
H -1.769 -4.316 0.281
H -3.526 -3.264 2.884
H -5.940 -2.827 3.006
H -6.977 -1.128 1.543
H -5.588 0.121 -0.084
H -3.165 -0.310 -0.215
H 0.474 -4.297 1.609
H 1.327 -5.296 3.698
H 0.557 -4.444 5.884
H -1.058 -2.574 5.986
H -1.923 -1.569 3.907
H -1.659 -5.271 -1.887
H -1.301 -4.863 -4.309
H -0.674 -2.557 -5.072
H -0.438 -0.781 -3.360
N 1.589 -0.511 -1.341
C 2.500 -0.310 -2.030
N 3.531 -0.077 -2.786
C 3.380 0.577 -4.102
C 4.408 1.692 -4.243
C 5.818 1.156 -3.993
C 5.906 0.507 -2.610
C 4.874 -0.603 -2.469
H 2.363 0.956 -4.191
H 3.538 -0.178 -4.877
H 4.182 2.483 -3.522
H 4.323 2.119 -5.243
H 6.542 1.967 -4.068
H 6.076 0.421 -4.763
H 5.728 1.263 -1.840
H 6.897 0.086 -2.439
H 4.861 -1.015 -1.462
H 5.095 -1.412 -3.171
```

Values from the calculation:
frontier orbital gap (alpha / beta)	6.670 / 5.510	eV
energy relative to the best compared isomer or geometry (same formula, charge and spin)	4.6	kcal per mole
multiplicity	5
E_HOMO (alpha / beta)	-12.3144 / -13.4064	eV
charge	+2

Record order is preserved below.
Maximum force: 0.0677 0.0188 0.0589 0.0351 0.0177 Eh/bohr